The following is a quantum chemistry calculation of a 7-piece molecular cluster, C40H35F3N6O14 overall in a non-equilibrium geometry, from OMol25.

Calculated values
**Highest occupied orbital energy**: -9.92 eV
**SMILES**: O=[N+]([O-])c1ccccc1.O=[N+]([O-])c1ccccc1.O=[N+]([O-])c1ccccc1.O=[N+]([O-])c1ccccc1.O=[N+]([O-])c1ccccc1.O=[N+]([O-])c1ccccc1.CCOC(=O)C(F)(F)F
**E_LUMO**: -1.10 eV
**Electronic energy**: -87786.9159 eV
**Strongest force on any atom**: 4.08 eV/Å
**HOMO-LUMO gap**: 8.8248 eV

Last column: Löwdin charge in e.
Atoms and positions in Å:
O 2.501 -4.028 19.738  0.055
N 1.623 -3.630 20.531  -0.326
O 1.023 -2.546 20.492  0.067
C 1.335 -4.563 21.646  -0.100
C 2.156 -5.714 21.927  -0.003
C 1.945 -6.536 23.011  -0.059
C 0.821 -6.323 23.867  -0.040
C -0.088 -5.280 23.557  -0.065
C 0.161 -4.410 22.478  0.006
H 3.013 -5.842 21.283  0.110
H 2.672 -7.300 23.247  0.070
H 0.550 -7.017 24.649  0.081
H -1.058 -5.330 24.031  0.101
H -0.488 -3.574 22.264  0.105
O -1.684 -10.657 27.581  0.068
N -0.671 -10.495 26.896  -0.313
O -0.237 -11.386 26.124  0.049
C 0.012 -9.217 27.127  -0.123
C -0.656 -8.190 27.770  -0.003
C 0.012 -7.026 28.080  -0.088
C 1.267 -6.765 27.665  -0.068
C 1.909 -7.719 26.888  -0.082
C 1.338 -8.947 26.638  0.006
H -1.664 -8.248 28.153  0.122
H -0.387 -6.261 28.730  0.115
H 1.643 -5.783 27.911  0.119
H 2.896 -7.590 26.470  0.078
H 1.841 -9.806 26.218  0.113
O 0.052 -12.669 19.275  0.111
N 1.168 -12.289 19.350  -0.350
O 2.000 -12.386 18.405  0.032
C 1.644 -11.558 20.555  -0.101
C 2.961 -11.056 20.611  -0.012
C 3.395 -10.389 21.755  -0.054
C 2.508 -10.156 22.832  -0.086
C 1.248 -10.634 22.807  -0.076
C 0.748 -11.270 21.644  0.034
H 3.587 -11.061 19.730  0.090
H 4.393 -9.985 21.843  0.078
H 2.808 -9.553 23.677  0.077
H 0.498 -10.425 23.555  0.096
H -0.297 -11.536 21.586  0.112
O 9.229 -13.931 17.467  0.068
N 8.163 -13.997 18.069  -0.355
O 7.262 -14.622 17.608  0.106
C 7.953 -13.427 19.394  -0.186
C 9.027 -13.142 20.206  0.022
C 8.829 -12.609 21.524  -0.059
C 7.580 -12.318 21.977  -0.091
C 6.505 -12.542 21.135  -0.026
C 6.701 -13.123 19.829  0.014
H 9.965 -13.577 19.894  0.121
H 9.719 -12.397 22.098  0.087
H 7.420 -11.902 22.961  0.097
H 5.500 -12.217 21.360  0.085
H 5.840 -13.368 19.226  0.124
O 13.611 -15.911 22.704  0.083
N 14.026 -14.782 22.798  -0.366
O 15.190 -14.496 22.592  0.080
C 13.146 -13.815 23.455  -0.109
C 11.786 -14.160 23.714  -0.005
C 11.031 -13.275 24.419  -0.105
C 11.451 -11.973 24.738  -0.060
C 12.759 -11.628 24.371  -0.077
C 13.611 -12.504 23.723  0.008
H 11.325 -15.078 23.382  0.122
H 10.022 -13.559 24.678  0.109
H 10.851 -11.294 25.326  0.097
H 13.061 -10.627 24.643  0.105
H 14.587 -12.097 23.507  0.119
O 6.230 -8.857 20.612  0.034
N 6.258 -9.394 19.501  -0.305
O 5.274 -9.631 18.818  0.082
C 7.596 -9.837 18.930  -0.111
C 7.672 -10.465 17.666  0.004
C 8.937 -10.662 17.058  -0.056
C 10.054 -10.258 17.763  -0.092
C 10.041 -9.646 18.994  -0.058
C 8.783 -9.433 19.580  -0.005
H 6.840 -10.834 17.085  0.120
H 8.974 -10.915 16.009  0.116
H 10.974 -10.346 17.205  0.110
H 10.995 -9.317 19.378  0.110
H 8.780 -8.834 20.478  0.107
C 8.709 -9.328 23.944  -0.050
C 7.252 -8.905 23.813  -0.225
O 6.961 -7.955 24.820  0.005
C 5.674 -7.572 25.194  -0.289
O 4.680 -7.957 24.647  0.145
C 5.604 -6.395 26.250  -0.424
F 4.912 -6.757 27.338  0.151
F 6.821 -5.908 26.679  0.129
F 4.897 -5.323 25.683  0.108
H 9.028 -10.207 23.383  0.058
H 8.997 -9.368 24.995  0.078
H 9.265 -8.432 23.666  0.083
H 6.612 -9.781 23.916  0.115
H 6.991 -8.490 22.839  0.108

The following is a quantum chemistry calculation of C3H2GdO3 as an isolated structure in a non-equilibrium geometry, from OMol25.

Calculated values
**Total charge**: +1
**Highest occupied orbital energy (spin up / spin down)**: -12.64 / -11.78 eV
**2S+1**: 8
**E_LUMO (spin up / spin down)**: -5.80 / -5.04 eV
**Electronic energy**: -30108.5809 eV
**Strongest force on any atom**: 3.77 eV/Å
**HOMO-LUMO gap (spin up / spin down)**: 6.8370 / 6.7419 eV

Last column: Löwdin charge in e.
Atoms and positions in Å:
H 0.344 -0.839 0.204  0.112
C 1.240 -0.594 -2.084  -0.400
O 1.876 -1.357 -1.445  0.130
O 0.744 0.419 -2.378  0.207
C -2.076 0.656 1.432  0.108
C -1.411 -0.122 0.790  -0.333
O -0.715 -0.967 0.094  0.002
H -2.669 1.445 1.856  0.037
Gd 2.666 1.358 1.530  1.137

The following is a quantum chemistry calculation of C3H7N2O2 as an isolated structure in a non-equilibrium geometry, from OMol25.

Calculated values
**Total charge**: -1
**Highest occupied orbital energy**: -4.05 eV
**E_LUMO**: 3.88 eV
**Electronic energy**: -10298.3300 eV
**Strongest force on any atom**: 6.83 eV/Å
**HOMO-LUMO gap**: 7.9384 eV

Last column: Löwdin charge in e.
Atoms and positions in Å:
C -0.063 0.755 0.289  -0.214
N 0.720 -0.083 -0.625  -0.010
C 1.741 0.560 -1.410  -0.800
O 2.289 1.587 -0.951  -0.079
O 2.018 -0.124 -2.434  -0.117
C -0.950 -0.225 1.106  -0.334
N -1.604 -1.507 0.528  -0.029
H -0.552 1.524 -0.318  0.106
H 0.601 1.327 0.950  0.107
H 0.136 -0.799 -1.013  0.070
H -0.604 -0.380 2.124  0.103
H -1.835 0.416 1.265  0.093
H -0.516 -1.459 0.951  0.089
H -1.380 -1.593 -0.462  0.015

The following is a quantum chemistry calculation of a single C5H7IN2 molecule in a non-equilibrium geometry, from OMol25.

Calculated values
**Highest occupied orbital energy (spin up / spin down)**: -7.51 / -7.51 eV
**E_LUMO (spin up / spin down)**: 0.31 / 0.31 eV
**Electronic energy**: -16375.4065 eV
**Strongest force on any atom**: 4.08 eV/Å
**HOMO-LUMO gap (spin up / spin down)**: 7.8219 / 7.8213 eV

Last column: Löwdin charge in e.
Atoms and positions in Å:
C -0.271 -0.228 -0.044  -0.125
C -0.280 1.180 0.102  -0.337
C 0.774 -1.008 -0.291  -0.605
C -1.570 2.007 0.313  -0.026
C 0.698 -2.463 -0.169  -0.219
N 0.746 1.852 -0.233  -0.103
N 1.895 1.990 -0.291  0.000
I 2.908 -0.413 -0.113  0.912
H -1.157 -0.815 -0.065  0.112
H -1.827 2.220 1.338  0.062
H -2.348 1.349 0.014  0.055
H -1.610 3.014 -0.033  0.066
H 1.294 -2.893 -0.854  0.002
H -0.341 -2.917 -0.447  0.125
H 1.089 -2.875 0.772  0.081

The following is a quantum chemistry calculation of C41H34AsF5N3O4S2Tl as an isolated structure, from OMol25.

Calculated values
**Highest occupied orbital energy**: -7.84 eV
**E_LUMO**: -0.49 eV
**Electronic energy**: -156517.2969 eV
**Strongest force on any atom**: 0.84 eV/Å
**HOMO-LUMO gap**: 7.3415 eV

Last column: Löwdin charge in e.
Atoms and positions in Å:
Tl -0.204 0.113 -0.356  0.589
O 0.298 4.341 2.165  0.054
C -0.972 4.790 2.089  -0.269
C -1.236 6.070 2.573  -0.017
C -2.521 6.575 2.540  -0.085
C -3.571 5.813 2.035  -0.095
C -3.315 4.540 1.564  -0.031
C -2.024 4.012 1.573  -0.080
C -1.757 2.657 1.041  -0.418
O -0.574 2.354 0.709  -0.185
N -2.807 1.829 0.973  0.076
N -2.445 0.621 0.518  -0.089
C -3.355 -0.265 0.370  -0.100
C -3.038 -1.577 -0.189  -0.274
C -4.042 -2.534 -0.308  -0.010
C -3.743 -3.766 -0.859  -0.048
C -2.445 -4.012 -1.280  -0.040
C -1.501 -3.010 -1.127  -0.120
N -1.786 -1.823 -0.597  0.046
H 0.318 3.478 1.693  0.071
H -0.411 6.644 2.973  0.116
H -2.708 7.575 2.911  0.102
H -4.576 6.212 2.010  0.097
H -4.112 3.923 1.173  0.106
H -4.387 -0.036 0.626  0.133
H -5.042 -2.294 0.027  0.117
H -4.510 -4.523 -0.961  0.112
H -2.158 -4.956 -1.720  0.109
H -0.475 -3.157 -1.430  0.104
S 1.624 0.195 1.225  0.723
C 2.934 1.352 0.858  -0.601
C 3.919 1.269 1.854  -0.143
C 5.026 2.094 1.835  -0.081
C 5.185 3.024 0.817  -0.080
C 4.225 3.102 -0.173  -0.099
C 3.098 2.278 -0.173  -0.398
As 1.823 2.396 -1.633  1.335
C 2.912 1.638 -3.064  -0.377
C 2.510 1.825 -4.387  -0.138
C 3.204 1.228 -5.428  -0.088
C 4.282 0.394 -5.160  -0.084
C 4.672 0.181 -3.846  -0.079
C 3.999 0.808 -2.804  -0.093
C 1.933 4.298 -2.041  -0.377
C 2.669 4.844 -3.085  -0.110
C 2.653 6.216 -3.307  -0.085
C 1.906 7.048 -2.487  -0.089
C 1.170 6.506 -1.441  -0.073
C 1.176 5.137 -1.225  -0.096
H 3.800 0.551 2.656  0.093
H 5.762 2.013 2.625  0.105
H 6.047 3.677 0.796  0.103
H 4.338 3.823 -0.975  0.103
H 1.655 2.456 -4.610  0.111
H 2.899 1.407 -6.452  0.111
H 4.812 -0.087 -5.971  0.105
H 5.513 -0.466 -3.628  0.104
H 4.332 0.653 -1.785  0.099
H 3.274 4.210 -3.721  0.092
H 3.230 6.633 -4.123  0.102
H 1.895 8.116 -2.663  0.101
H 0.581 7.144 -0.796  0.105
H 0.586 4.725 -0.417  0.085
C -1.534 -1.756 2.884  -0.086
O -0.423 -1.840 2.014  -0.280
C 0.054 -3.163 1.894  -0.203
C 1.416 -3.189 1.254  -0.229
O 1.385 -2.715 -0.075  -0.265
C 2.713 -2.631 -0.577  -0.096
H -1.262 -2.092 3.890  0.096
H -2.367 -2.369 2.519  0.093
H -1.844 -0.715 2.922  0.091
H -0.668 -3.779 1.340  0.126
H 0.163 -3.609 2.892  0.134
H 1.782 -4.225 1.267  0.135
H 2.102 -2.572 1.845  0.111
H 3.198 -3.612 -0.534  0.096
H 3.295 -1.914 0.009  0.077
H 2.669 -2.301 -1.608  0.076
F 1.322 -1.253 -7.218  0.125
C 0.700 -0.812 -6.123  -0.156
C -0.243 0.198 -6.213  -0.146
F -0.539 0.717 -7.407  0.126
C -0.860 0.676 -5.073  -0.250
F -1.763 1.650 -5.205  0.091
C -0.573 0.168 -3.805  -0.509
S -1.431 0.806 -2.424  0.722
C 0.374 -0.844 -3.763  -0.233
F 0.705 -1.391 -2.581  0.022
C 1.012 -1.333 -4.885  -0.150
F 1.935 -2.293 -4.771  0.124

The following is a quantum chemistry calculation of C7H16ClFeIN2O3P as an isolated structure in a non-equilibrium geometry, from OMol25.

Calculated values
**Total charge**: +2
**Highest occupied orbital energy (spin up / spin down)**: -15.56 / -15.69 eV
**2S+1**: 6
**E_LUMO (spin up / spin down)**: -8.85 / -9.26 eV
**Electronic energy**: -80923.6349 eV
**Strongest force on any atom**: 5.79 eV/Å
**HOMO-LUMO gap (spin up / spin down)**: 6.7095 / 6.4310 eV

Last column: Löwdin charge in e.
Atoms and positions in Å:
C -2.932 2.011 -3.839  0.005
C -2.593 0.857 -3.045  -0.234
H -3.658 1.760 -4.633  0.151
H -2.014 2.372 -4.328  0.142
H -3.401 2.784 -3.198  0.102
O -2.401 -0.305 -3.028  0.231
I -2.836 1.781 -0.284  0.832
Fe -0.555 1.109 -0.551  -0.059
P 1.207 -0.439 -0.696  0.764
C 1.007 -2.170 -0.192  -0.215
C 0.975 -0.379 -2.487  -0.225
H 3.067 0.954 -0.129  0.025
H 3.573 -0.364 -1.278  0.079
H 3.280 -0.720 0.480  0.077
C 2.963 -0.112 -0.386  -0.207
H 0.361 0.522 -2.721  0.019
H 1.965 -0.305 -2.969  0.080
H 1.681 -2.828 -0.761  0.086
H -0.048 -2.456 -0.325  0.055
H 0.439 -1.276 -2.826  0.074
H 1.245 -2.176 0.886  0.058
C -1.128 -0.326 0.812  -0.315
O -1.883 -1.195 0.956  0.124
Cl 0.849 2.498 0.423  0.176
N 0.438 -1.211 4.717  0.183
C 0.186 -0.289 3.740  -0.591
N -0.263 0.901 4.249  0.176
O 0.338 -0.537 2.528  -0.060
H 0.416 -0.957 5.693  0.119
H 0.901 -2.065 4.455  0.119
H -0.509 1.594 3.555  0.102
H -0.670 0.967 5.181  0.128